The following is a DFT calculation (the ωB97M-V functional and the def2-TZVPD basis) of a 2-piece molecular cluster, C4H12N2 overall.

Each line ends with the natural charge from an NBO analysis.
CARTESIAN COORDINATES (ANGSTROEM)
C1 1.85466 2.55378 0.15976  -0.40
N1 0.52920 2.06098 0.41529  -0.64
C2 -0.13327 1.37618 -0.66426  -0.43
H1 2.47912 1.74389 -0.23226  0.18
H2 2.30564 2.92789 1.08157  0.19
H3 1.89742 3.35711 -0.60731  0.14
H4 -0.01693 2.61444 1.05038  0.36
H5 0.56705 0.62454 -1.03040  0.19
H6 -0.96364 0.76433 -0.30712  0.25
H7 -0.44486 2.06950 -1.46000  0.14
C3 -1.30364 -3.11609 -0.53970  -0.42
C4 -0.81085 -1.67710 1.18958  -0.50
N2 -1.73780 -2.06130 0.29741  -0.65
H8 -0.55028 -2.78995 -1.30226  0.12
H9 -0.76437 -3.93135 0.00038  0.11
H10 -2.10603 -3.61201 -1.10484  0.15
H11 -1.05368 -0.94820 1.95669  0.14
H12 0.25228 -1.95664 1.09709  0.09

- Energy above the lowest of the compared OMol25 structures with the same formula, charge and spin: 130.8 kJ/mol
- Kohn-Sham gap (spin up / spin down): 0.1080 / 0.2519 Eh
- LUMO (spin up / spin down): 3.7 / 3.6 eV
- E_tot: -7319.966 eV
- Net charge: -1
- Spin multiplicity: 2
- HOMO level (spin up / spin down): 0.74 / -3.24 eV

---

The following is a DFT calculation (the ωB97M-V functional and the def2-TZVPD basis) of C4H12N2 as an isolated structure at a distorted geometry.

Each line ends with the natural charge from an NBO analysis.
CARTESIAN COORDINATES (ANGSTROEM)
C1 1.36639 0.52416 -1.56340  -0.43
N1 0.41005 -0.58750 -1.41170  -0.63
C2 -0.88320 -0.12254 -0.99118  -0.22
C3 -0.90513 0.70015 0.30677  -0.44
C4 -0.54653 -0.09827 1.57358  -0.31
N2 0.63837 -1.35492 1.42951  -0.88
H1 1.89636 0.74458 -0.62176  0.17
H2 0.89505 1.43478 -1.91926  0.18
H3 2.14606 0.23355 -2.26825  0.20
H4 0.75410 -1.09103 -0.61368  0.39
H5 -1.35836 0.39789 -1.82357  0.19
H6 -1.45220 -1.03434 -0.80762  0.18
H7 -0.21165 1.53308 0.20107  0.21
H8 -1.89040 1.11769 0.48262  0.22
H9 -0.02139 0.59768 2.22014  0.22
H10 -1.44680 -0.38920 2.11795  0.20
H11 0.99655 -1.18050 2.36996  0.36
H12 -0.38728 -1.42524 1.31882  0.39

- Energy above the lowest of the compared OMol25 structures with the same formula, charge and spin: 360.2 kJ/mol
- Kohn-Sham gap: 0.3465 Eh
- LUMO: 0.9 eV
- E_tot: -7319.296 eV
- Net charge: 0
- HOMO level: -8.55 eV

---

The following is a DFT calculation (the ωB97M-V functional and the def2-TZVPD basis) of one molecule with the formula C4H12N2 at a distorted geometry.

Each line ends with the natural charge from an NBO analysis.
CARTESIAN COORDINATES (ANGSTROEM)
C1 2.10037 -0.89306 -0.03444  -0.62
C2 0.85210 -0.06670 0.27504  -0.05
N1 0.47892 -0.17987 1.67669  -0.87
C3 -0.29000 -0.58105 -0.60471  -0.41
C4 -1.60834 0.15065 -0.40047  -0.22
N2 -1.62104 1.46557 -1.02984  -0.87
H1 2.38693 -0.72656 -1.07702  0.21
H2 1.78748 -1.94480 0.02157  0.20
H3 2.99105 -0.77950 0.57910  0.21
H4 1.05462 0.97304 0.00308  0.18
H5 0.98116 -0.92385 2.13396  0.36
H6 0.44308 0.67113 2.21261  0.37
H7 -0.00532 -0.46456 -1.64832  0.21
H8 -0.45279 -1.64211 -0.40363  0.20
H9 -1.78216 0.23378 0.68049  0.18
H10 -2.41718 -0.43080 -0.83438  0.19
H11 -2.52719 1.80450 -1.30615  0.37
H12 -1.09038 2.18689 -0.57088  0.36

- Energy above the lowest of the compared OMol25 structures with the same formula, charge and spin: 37.2 kJ/mol
- Kohn-Sham gap: 0.3588 Eh
- LUMO: 1.1 eV
- E_tot: -7322.643 eV
- Net charge: 0
- SMILES: C[C@H](N)CCN
- HOMO level: -8.61 eV

---

The following is a DFT calculation (the ωB97M-V functional and the def2-TZVPD basis) of one molecule with the formula C4H12N2 at a distorted geometry.

Each line ends with the natural charge from an NBO analysis.
CARTESIAN COORDINATES (ANGSTROEM)
C1 1.80879 0.03686 -1.11432  -0.61
C2 0.69535 -0.39533 -0.14387  -0.04
N1 1.23789 -1.16118 0.97217  -0.86
C3 -0.16048 0.77427 0.35912  -0.41
C4 -1.61736 0.45563 0.64551  -0.22
N2 -2.32366 0.18486 -0.64252  -0.83
H1 1.51044 0.18851 -2.14687  0.22
H2 2.36344 0.88016 -0.70043  0.20
H3 2.47052 -0.82553 -1.13321  0.20
H4 0.05822 -1.08455 -0.71393  0.16
H5 1.08058 -0.77221 1.88705  0.36
H6 2.19182 -1.47081 0.90144  0.36
H7 -0.16411 1.52153 -0.43551  0.22
H8 0.33901 1.16230 1.24910  0.20
H9 -1.82178 -0.38507 1.31171  0.18
H10 -2.04417 1.38562 1.01471  0.19
H11 -2.34297 -0.79040 -0.85233  0.34
H12 -3.28154 0.29533 -0.45782  0.34

- Energy above the lowest of the compared OMol25 structures with the same formula, charge and spin: 59.3 kJ/mol
- Kohn-Sham gap: 0.3686 Eh
- LUMO: 1.2 eV
- E_tot: -7322.414 eV
- Net charge: 0
- SMILES: C[C@@H](N)CCN
- HOMO level: -8.82 eV

---

The following is a DFT calculation (the ωB97M-V functional and the def2-TZVPD basis) of one molecule with the formula C4H12N2 at a distorted geometry.

Each line ends with the natural charge from an NBO analysis.
CARTESIAN COORDINATES (ANGSTROEM)
C1 1.46060 -0.05713 1.51567  -0.44
N1 1.31953 0.81091 0.31577  -0.62
C2 -0.02627 0.61680 -0.36098  -0.06
C3 -1.33967 0.90415 0.38975  -0.64
C4 -0.09506 -0.86028 -0.83427  -0.25
N2 -0.73545 -1.12248 -2.13732  -0.84
H1 0.67502 -0.80972 1.50971  0.19
H2 1.27634 0.54264 2.41217  0.18
H3 2.49163 -0.40986 1.68576  0.20
H4 1.31853 1.79162 0.57659  0.35
H5 0.18168 1.24678 -1.22654  0.21
H6 -1.43654 0.22517 1.23500  0.21
H7 -1.24654 1.88242 0.89291  0.20
H8 -2.17468 0.86645 -0.32054  0.22
H9 -0.39408 -1.58589 -0.07619  0.16
H10 0.98227 -0.98122 -1.04479  0.21
H11 -1.74139 -1.00405 -2.08567  0.35
H12 -0.51591 -2.05630 -2.44703  0.36

- Energy above the lowest of the compared OMol25 structures with the same formula, charge and spin: 122.8 kJ/mol
- Kohn-Sham gap: 0.3657 Eh
- LUMO: 1.1 eV
- E_tot: -7321.756 eV
- Net charge: 0
- SMILES: CN[C@H](C)CN
- HOMO level: -8.88 eV

---

The following is a DFT calculation (the ωB97M-V functional and the def2-TZVPD basis) of one molecule with the formula C4H12N2 at a distorted geometry.

Each line ends with the natural charge from an NBO analysis.
CARTESIAN COORDINATES (ANGSTROEM)
C1 -0.97824 -0.04687 1.38640  -0.42
N1 -0.22209 0.72500 0.34119  -0.45
C2 0.03674 2.08628 0.88609  -0.41
C3 0.89828 -0.01340 -0.18390  -0.24
C4 0.57024 -1.41868 -0.72998  -0.22
N2 -0.35283 -1.37143 -1.82044  -0.86
H1 -1.37147 -0.98081 0.94709  0.20
H2 -1.73863 0.60896 1.68763  0.20
H3 -0.24493 -0.45282 2.24685  0.16
H4 -0.93566 2.58730 1.02039  0.20
H5 0.58895 1.99430 1.91884  0.16
H6 0.70505 2.67075 0.23460  0.21
H7 1.64116 -0.21027 0.59533  0.16
H8 1.35117 0.59227 -0.99501  0.19
H9 0.12704 -2.07505 0.09897  0.17
H10 1.45680 -2.02645 -1.05875  0.20
H11 0.26474 -1.32150 -2.79440  0.36
H12 -0.98196 -0.50566 -1.69840  0.38

- Energy above the lowest of the compared OMol25 structures with the same formula, charge and spin: 170.6 kJ/mol
- Kohn-Sham gap: 0.3538 Eh
- LUMO: 1.1 eV
- E_tot: -7321.261 eV
- Net charge: 0
- SMILES: CN(C)CCN
- HOMO level: -8.52 eV

---

The following is a DFT calculation (the ωB97M-V functional and the def2-TZVPD basis) of a 2-piece molecular cluster, C4H12N2 overall at a distorted geometry.

Each line ends with the natural charge from an NBO analysis.
CARTESIAN COORDINATES (ANGSTROEM)
C1 -0.77885 -0.55126 1.33401  -0.17
N1 -0.97811 -1.34793 0.16116  -0.86
C2 0.83538 0.21874 1.57013  -0.49
C3 1.13792 0.50782 0.17730  -0.02
C4 0.34057 1.46871 -0.52564  -0.73
N2 -0.32542 -0.42618 -2.17316  -0.99
H1 -1.04857 0.45027 1.00776  0.15
H2 -1.27550 -0.84372 2.25478  0.19
H3 -1.88671 -1.15139 -0.21051  0.37
H4 -0.27217 -1.09472 -0.56673  0.40
H5 0.81538 0.99643 2.32995  0.24
H6 1.32577 -0.60963 2.07933  0.22
H7 2.22372 0.52662 0.06944  0.22
H8 0.61208 -0.10798 -1.94813  0.31
H9 -0.33980 0.97412 -1.31358  0.33
H10 0.92209 2.18270 -1.11321  0.25
H11 -0.46609 -0.27806 -3.19238  0.34
H12 -0.28729 2.11055 0.09166  0.25

- Energy above the lowest of the compared OMol25 structures with the same formula, charge and spin: 706.6 kJ/mol
- Kohn-Sham gap: 0.2422 Eh
- LUMO: -1.5 eV
- E_tot: -7315.705 eV
- Net charge: 0
- HOMO level: -8.13 eV

---

The following is a DFT calculation (the ωB97M-V functional and the def2-TZVPD basis) of an isolated ion of composition C4H12N2 and charge +2 at a distorted geometry.

Each line ends with the natural charge from an NBO analysis.
CARTESIAN COORDINATES (ANGSTROEM)
N1 1.53492 -0.94709 2.50347  -0.71
C1 0.28819 -0.57464 1.72606  -0.05
C2 0.25699 -0.47306 0.36185  -0.14
C3 -0.99667 0.18246 -0.22031  -0.47
C4 -1.20438 0.28348 -1.77033  -0.20
N2 -0.12561 1.23760 -2.41551  -0.73
H1 2.28150 -0.25730 2.43407  0.45
H2 2.07707 -1.82264 2.41309  0.47
H3 1.25412 -0.87798 3.50768  0.47
H4 -0.43324 -0.01103 2.34638  0.25
H5 0.93274 -0.89963 -0.37189  0.24
H6 -1.77558 -0.46263 0.07625  0.28
H7 -1.25049 1.16814 0.07818  0.24
H8 -2.08250 0.85867 -1.81499  0.25
H9 -1.18586 -0.79672 -2.11948  0.26
H10 0.81275 0.98985 -2.15135  0.44
H11 -0.28809 2.23192 -2.04473  0.46
H12 -0.27238 1.33627 -3.55255  0.50

- Energy above the lowest of the compared OMol25 structures with the same formula, charge and spin: 137.9 kJ/mol
- Kohn-Sham gap: 0.4120 Eh
- LUMO: -7.4 eV
- E_tot: -7304.304 eV
- Net charge: +2
- SMILES: [NH3+]/C=C/CC[NH3+]
- HOMO level: -18.64 eV

---

The following is a DFT calculation (the ωB97M-V functional and the def2-TZVPD basis) of an isolated ion of composition C4H12N2 and charge +2 at a distorted geometry.

Each line ends with the natural charge from an NBO analysis.
CARTESIAN COORDINATES (ANGSTROEM)
C1 -0.81957 -1.03280 -1.34000  -0.34
C2 -0.64201 0.16794 -0.78688  0.11
N1 -0.67836 1.33888 -1.71787  -0.69
C3 -0.57551 0.43911 0.68971  -0.49
C4 0.68809 0.17310 1.54150  -0.23
N2 1.43177 -1.10117 1.24352  -0.67
H1 -0.43910 -1.14361 -2.35230  0.24
H2 -1.28102 -1.91835 -0.92266  0.27
H3 -0.19686 1.11491 -2.59492  0.47
H4 -1.61189 1.71908 -1.89128  0.47
H5 -0.14962 2.09524 -1.26860  0.45
H6 -0.85737 1.46656 0.93333  0.27
H7 -1.32964 -0.23847 1.09089  0.27
H8 0.25789 0.12640 2.54073  0.27
H9 1.40760 0.98441 1.55835  0.25
H10 2.00072 -1.44294 2.02334  0.48
H11 2.00109 -0.94023 0.40576  0.45
H12 0.79378 -1.80806 0.84738  0.45

- Energy above the lowest of the compared OMol25 structures with the same formula, charge and spin: 113.6 kJ/mol
- Kohn-Sham gap: 0.4059 Eh
- LUMO: -7.9 eV
- E_tot: -7304.557 eV
- Net charge: +2
- SMILES: C=C([NH3+])CC[NH3+]
- HOMO level: -18.96 eV

---

The following is a DFT calculation (the ωB97M-V functional and the def2-TZVPD basis) of a 3-piece molecular cluster, C4H12N2O overall at a distorted geometry.

Each line ends with the natural charge from an NBO analysis.
CARTESIAN COORDINATES (ANGSTROEM)
C1 -1.44552 -3.17914 1.51458  -0.88
C2 2.01169 2.67360 -1.15046  -0.55
C3 1.15647 1.56947 -0.90759  0.10
C4 0.09353 1.29196 -1.77743  -0.03
N1 -1.06968 0.55205 -1.33960  -0.84
N2 1.42865 0.69168 0.15057  -0.87
H1 -0.40207 -2.86336 1.46772  0.24
H2 -1.66576 -3.94767 2.25789  0.17
H3 -1.76930 -3.46797 0.50813  0.18
H4 2.10809 2.95923 -2.18741  0.18
H5 2.54964 3.05350 -0.29958  0.18
H6 -0.03786 1.92937 -2.64059  0.15
H7 -1.09145 -0.27257 -1.94317  0.34
H8 -0.87189 0.15879 -0.40663  0.43
H9 0.68849 0.49171 0.84069  0.46
H10 2.36233 0.81514 0.49243  0.35
H11 -1.37021 0.10312 2.13392  0.41
H12 -1.91226 -2.21553 1.75034  0.27
O1 -0.76288 -0.34338 1.53617  -1.32

- Energy above the lowest of the compared OMol25 structures with the same formula, charge and spin: 67.7 kJ/mol
- Kohn-Sham gap (spin up / spin down): 0.2622 / 0.2740 Eh
- LUMO (spin up / spin down): 4.0 / 3.9 eV
- E_tot: -9368.597 eV
- Net charge: -1
- Spin multiplicity: 2
- HOMO level (spin up / spin down): -3.09 / -3.51 eV

---

The following is a DFT calculation (the ωB97M-V functional and the def2-TZVPD basis) of one molecule with the formula C4H12N2O at a distorted geometry.

Each line ends with the natural charge from an NBO analysis.
CARTESIAN COORDINATES (ANGSTROEM)
C1 1.71026 1.26701 0.70853  -0.64
C2 0.24397 0.85288 0.89822  0.09
O1 0.10598 -0.06641 2.01323  -0.73
C3 -0.47946 0.26311 -0.31099  -0.07
N1 -1.88633 -0.01915 -0.10314  -0.86
C4 0.24115 -1.05997 -0.74811  -0.23
N2 0.03192 -1.13301 -2.20910  -0.88
H1 2.31270 0.56176 1.27601  0.24
H2 1.81511 2.31758 0.92853  0.22
H3 1.97351 1.08695 -0.33844  0.20
H4 -0.30275 1.75185 1.22792  0.16
H5 -0.66614 -0.58109 1.75667  0.47
H6 -0.48367 1.00401 -1.12877  0.18
H7 -2.58164 0.59782 -0.50608  0.37
H8 -2.08910 -0.88627 -0.60290  0.36
H9 1.30318 -0.88906 -0.62476  0.19
H10 -0.19011 -1.93633 -0.27923  0.20
H11 0.33389 -0.40440 -2.81594  0.37
H12 0.18659 -2.00523 -2.67324  0.36

- Energy above the lowest of the compared OMol25 structures with the same formula, charge and spin: 162.5 kJ/mol
- Kohn-Sham gap: 0.3712 Eh
- LUMO: 1.0 eV
- E_tot: -9369.509 eV
- Net charge: 0
- SMILES: C[C@H](O)[C@H](N)CN
- HOMO level: -9.09 eV

---

The following is a DFT calculation (the ωB97M-V functional and the def2-TZVPD basis) of one molecule with the formula C4H12N2O at a distorted geometry.

Each line ends with the natural charge from an NBO analysis.
CARTESIAN COORDINATES (ANGSTROEM)
C1 1.42651 0.93386 -1.33785  -0.41
N1 0.81017 -0.38152 -1.31857  -0.66
C2 -0.60396 -0.45314 -0.94095  -0.25
C3 -0.80983 -0.20212 0.57081  0.42
C4 0.62923 -0.95197 1.24577  -0.64
N2 -0.82915 1.19871 0.92454  -0.85
O1 -2.00338 -0.85121 0.97468  -0.75
H1 2.44873 0.85930 -1.71891  0.20
H2 0.85981 1.63582 -1.95687  0.18
H3 1.47690 1.36640 -0.33623  0.18
H4 1.41598 -1.19192 -1.25391  0.38
H5 -1.18810 0.24997 -1.55042  0.18
H6 -0.95675 -1.46221 -1.17887  0.21
H7 0.57083 -0.65745 2.29544  0.20
H8 0.43774 -2.02398 1.18841  0.21
H9 1.67394 -0.74458 1.00194  0.22
H10 -0.96816 1.27375 1.92928  0.36
H11 -1.61949 1.66571 0.48343  0.35
H12 -2.77102 -0.26340 0.97828  0.47

- Energy above the lowest of the compared OMol25 structures with the same formula, charge and spin: 218.5 kJ/mol
- Kohn-Sham gap: 0.3228 Eh
- LUMO: 0.8 eV
- E_tot: -9368.929 eV
- Net charge: 0
- SMILES: CNC[C@@](C)(N)O
- HOMO level: -7.99 eV